This record from the Open Molecules 2025 dataset describes a molecular structure, C20H50F2KNO14S2 at a distorted geometry. The level of theory is ωB97M-V/def2-TZVPD.

```
90
Properties=species:S:1:pos:R:3:forces:R:3:mulliken_charge:R:1
H -4.652 2.016 4.828 0.12 -0.02 -0.13 0.25
H -0.123 -5.402 -3.076 0.23 -0.07 -0.10 0.32
S 1.449 0.398 0.612 2.38 0.90 -0.28 1.00
C -2.214 6.324 -2.013 -0.49 0.31 0.59 -0.63
C -3.260 -2.289 -2.485 -0.56 0.34 0.75 -0.48
H -3.702 -0.090 -3.586 -0.03 -0.30 0.28 0.22
H 4.767 0.538 2.000 0.19 0.07 0.09 0.28
F -2.301 0.303 0.100 -0.32 0.30 0.44 -0.35
C -4.715 -1.145 -5.164 -0.21 0.87 -0.56 -0.36
H -3.088 -0.846 6.050 -0.18 -0.49 0.05 0.38
H 1.313 -0.081 4.890 -0.16 0.00 0.51 0.26
O 8.112 -0.960 5.356 0.29 -0.08 -0.20 -0.38
H -3.261 6.155 -1.752 0.01 -0.35 -0.28 0.31
O 6.125 -0.596 3.119 0.39 0.02 -0.05 -0.32
C -0.585 7.895 -1.230 0.09 0.06 0.24 -0.65
O -0.571 -0.205 -1.423 0.31 0.20 -0.75 -0.52
H -2.136 6.511 -3.092 0.10 0.11 0.03 0.35
O -1.932 7.488 -1.248 0.19 -0.05 -0.10 -0.35
N -0.087 0.661 0.940 -0.34 -1.26 -0.76 -0.08
H -0.184 8.026 -2.241 0.03 0.03 0.01 0.31
H -2.045 2.791 -0.032 0.01 0.10 0.10 0.26
H 0.709 -2.449 -2.718 0.05 -0.10 -0.40 0.18
H -6.483 -0.839 -7.063 -0.20 -0.24 0.54 0.30
H -3.845 -1.532 4.520 -0.09 -0.15 0.29 0.39
H 4.339 -1.142 2.280 0.25 -0.11 -0.03 0.30
H -1.101 -3.983 -3.378 0.05 0.02 -0.25 -0.01
H -0.493 3.009 -0.804 0.25 0.06 0.16 0.39
O 1.948 -0.847 1.110 -0.30 0.27 0.35 -0.51
H -0.603 -3.128 -6.048 -0.05 0.14 0.14 0.21
C -1.748 -1.233 4.412 0.71 -0.58 -0.24 -0.29
H 8.775 -2.476 4.078 0.33 0.02 0.20 0.29
H -7.071 0.150 -5.633 -0.06 -0.26 0.01 0.30
H -1.568 4.326 -2.375 -0.19 -0.13 0.19 0.42
H -4.858 0.691 5.957 0.20 -0.11 -0.01 0.31
H -1.464 -2.284 4.540 -0.52 -0.13 0.00 0.49
C 0.795 -3.536 -2.576 -0.09 0.04 0.91 -0.25
H 3.874 -3.948 -1.576 0.02 0.05 -0.07 0.29
H -6.408 0.858 -7.127 0.06 0.21 0.39 0.27
H -3.194 -1.363 -1.902 0.11 -0.07 0.04 0.03
H 0.416 -3.667 -1.546 -0.08 -0.17 -0.15 0.35
C -1.355 5.135 -1.668 0.49 0.51 -0.47 -0.40
H -5.583 -1.377 -4.538 0.09 -0.32 0.02 0.31
H -0.665 3.422 0.928 0.14 -0.11 -0.03 -0.01
C 2.816 -3.759 -1.410 -0.21 -0.16 -0.17 -0.65
C 8.160 -2.320 4.969 -0.80 0.07 -0.19 -0.58
H 8.722 0.806 4.606 -0.34 0.11 0.12 0.36
O 1.881 0.821 -0.673 -0.26 -0.14 -0.26 -0.62
S -0.879 -0.372 -0.058 -0.93 1.05 -0.15 1.09
O -1.506 4.774 -0.320 -0.20 -0.15 0.04 -0.40
O -2.921 -2.037 -3.822 0.24 -0.13 0.17 -0.23
H -4.284 -2.665 -2.345 0.01 0.00 -0.31 0.28
H 0.521 -2.412 -4.852 -0.01 0.06 -0.08 0.23
H 4.208 -0.003 3.604 0.10 0.08 -0.08 0.22
C 6.728 0.422 3.904 -0.20 -0.48 -0.38 -0.40
H -1.808 -1.055 3.328 0.31 -0.06 -0.12 0.06
O -5.012 0.045 -5.909 0.25 -0.08 0.59 -0.33
O 0.333 -4.489 -4.809 0.20 0.04 -0.08 -0.40
H -0.314 5.444 -1.858 0.01 -0.33 0.03 0.34
H -2.598 -3.018 -2.022 0.25 -0.01 -0.33 0.21
K -1.276 1.673 3.161 -0.04 -0.05 0.08 1.05
H -5.403 0.507 4.282 0.08 -0.06 -0.02 0.32
C -6.315 0.033 -6.412 0.01 0.28 -1.21 -0.75
H 0.579 -0.790 3.476 0.16 -0.26 0.03 0.26
H 8.649 -0.433 3.417 -0.30 -0.21 -0.12 0.35
O -0.736 -0.465 5.029 -0.01 1.12 0.12 -0.40
C 8.103 -0.041 4.282 0.78 0.31 0.46 -0.63
C -0.080 -4.387 -3.472 -0.42 0.29 0.28 -0.06
H 6.108 0.559 4.798 0.16 0.28 0.08 0.33
O -3.336 0.474 4.532 -0.11 0.03 -0.03 -0.20
O 2.137 -3.953 -2.636 0.29 -0.02 -0.09 -0.39
C 0.343 -3.261 -5.513 -0.12 -0.23 -0.15 -0.55
H 8.517 -2.881 5.828 0.14 -0.10 -0.10 0.23
H -2.748 -0.371 -4.998 0.08 -0.27 -0.04 0.36
H -4.522 -1.925 -5.906 -0.02 -0.37 0.34 0.25
H 0.791 -1.821 4.917 0.39 0.05 -0.02 0.40
H 1.141 -3.311 -6.254 0.05 0.01 0.05 0.26
O -1.073 -1.681 0.422 0.04 -0.97 1.02 -0.64
C 4.824 -0.278 2.731 -0.89 0.08 0.06 -0.64
C -1.155 3.434 -0.046 -0.25 0.02 -0.19 -0.43
H 2.447 -4.486 -0.675 0.01 0.15 0.13 0.29
H 7.158 -2.670 4.692 0.06 -0.06 0.13 0.22
C -3.476 -0.855 -4.338 -0.01 0.36 -0.63 -0.40
H -0.552 8.841 -0.691 -0.06 0.10 -0.19 0.25
H 0.059 7.210 -0.665 -0.08 -0.11 -0.15 0.23
H 6.810 1.362 3.342 -0.18 0.00 -0.01 0.36
C -3.091 -0.876 4.959 0.23 0.88 0.03 -0.71
C 0.572 -0.809 4.575 -0.61 -0.35 -0.86 -0.72
F 2.096 1.553 1.520 -0.70 -0.47 0.60 -0.36
H 2.674 -2.743 -1.029 0.05 0.00 0.05 0.20
C -4.617 0.930 4.916 -0.41 0.16 0.07 -0.84
```
Positions in Å, forces in eV/Å.

Summary:
**Gap between HOMO and LUMO**: 8.0 eV
**E_tot**: -95130.65022 eV
**Maximum force**: 2.6 eV/Å
**Relative energy (zero: lowest compared OMol25 entry of this formula, charge and spin)**: 0.0 kcal per mole
**HOMO energy**: -0.3216 hartree
**Total charge**: 0

---

This record from the Open Molecules 2025 dataset describes a molecular structure, C20H50F2KNO14S2 at a distorted geometry. The level of theory is ωB97M-V/def2-TZVPD.

```
90
Properties=species:S:1:pos:R:3:forces:R:3:mulliken_charge:R:1
H -23.599 -10.987 0.305 0.98 0.64 -0.08 0.36
O -17.486 -7.737 2.407 -2.12 0.33 -1.56 -0.55
H -14.737 0.095 4.297 0.68 0.07 -0.65 0.38
N -18.288 -9.159 0.333 -1.62 3.62 -1.39 -0.27
H -21.705 -18.411 0.651 -0.75 -0.22 -0.19 0.35
C -23.095 -11.183 -3.690 0.39 0.60 2.17 -0.39
H -18.509 -15.162 2.743 0.47 0.09 1.35 0.22
H -16.064 -0.822 5.757 -0.13 0.09 0.73 0.28
H -29.324 -3.825 -6.868 0.01 0.39 -0.67 0.29
H -23.219 -5.996 -6.544 -0.11 -0.32 -0.40 0.25
H -26.904 -4.222 -7.609 0.51 -0.02 0.38 0.32
H -22.788 -12.546 0.683 0.23 0.06 -0.54 0.27
H -23.394 -17.600 -1.448 0.17 -0.74 0.65 0.31
H -17.865 -0.758 5.764 0.01 -0.62 -1.37 0.26
H -24.569 -12.246 -2.619 -0.43 -0.23 0.06 0.31
H -11.465 -10.364 2.512 -0.79 -0.30 0.48 0.35
H -19.404 -16.204 4.031 0.33 -0.89 -0.65 0.33
H -16.004 -1.285 0.639 -0.28 -0.11 -0.06 0.25
H -23.452 -15.960 -1.615 0.82 0.62 -0.11 0.24
O -22.388 -12.262 -4.176 0.77 -2.27 0.52 -0.26
H -24.446 -12.330 0.080 -0.24 -1.03 -0.14 0.36
O -16.738 0.292 4.181 -1.29 -0.50 1.03 -0.33
C -27.197 -5.215 -7.952 -1.12 -0.53 0.37 -0.31
H -27.508 -5.048 -8.983 0.12 -0.24 -0.44 0.35
C -16.205 -0.649 1.502 -0.30 -0.84 -1.26 -0.60
O -15.124 0.236 1.538 -0.49 -0.75 0.57 -0.38
C -10.130 -10.772 -1.303 0.09 -0.07 -1.28 -0.79
H -16.357 -1.303 2.361 0.31 0.26 0.25 0.21
H -20.954 -11.890 -5.706 -0.08 0.72 0.14 0.22
H -17.123 -0.087 1.334 -0.29 -0.06 -0.02 0.30
O -18.250 -6.425 -0.057 -1.31 -3.27 1.00 -0.57
O -11.261 -12.496 2.585 -1.13 1.53 0.40 -0.30
H -10.286 -11.614 -1.978 0.15 0.33 -0.62 0.26
C -23.797 -11.526 -2.349 -0.22 -0.93 0.29 -0.62
C -24.172 -5.486 -6.683 -0.57 0.82 0.52 -0.74
S -18.282 -8.823 1.846 1.61 -3.55 8.55 1.08
H -12.833 -11.754 3.929 0.20 0.86 -0.92 0.34
H -20.493 -17.605 -0.210 0.64 0.67 0.30 0.37
F -19.232 -7.861 -1.575 -0.35 -0.99 0.43 -0.27
H -24.182 -4.820 -7.546 0.27 -0.34 -0.41 0.33
H -25.505 -6.211 -8.821 0.59 0.20 0.24 0.41
C -23.411 -12.006 -0.031 -1.54 0.52 -0.14 -0.86
O -20.444 -7.474 0.516 2.40 -1.15 -0.56 -0.53
H -30.407 -5.135 -6.700 0.50 -0.80 0.23 0.25
C -15.438 0.840 3.920 -1.50 0.07 0.82 -0.42
H -26.561 -7.294 -7.984 -0.21 0.11 0.19 0.30
H -11.455 -12.452 4.641 0.05 -0.65 0.20 0.31
H -9.326 -11.760 1.046 0.03 -0.47 -0.39 0.35
C -20.944 -16.960 1.998 0.54 -0.41 -2.57 -0.48
S -19.084 -7.660 0.014 -0.30 4.38 -3.81 1.06
O -28.367 -5.650 -7.218 -0.78 0.21 0.31 -0.32
C -26.091 -6.314 -7.908 -0.49 0.48 1.35 -0.61
H -22.785 -11.802 -5.968 0.56 -0.29 -1.67 0.32
H -9.053 -10.618 -1.237 0.16 -0.36 0.83 0.36
H -24.245 -4.778 -5.858 -0.12 -0.10 0.37 0.27
C -12.082 -12.524 3.753 -0.32 -0.63 0.16 -0.79
H -10.480 -9.826 -1.716 -0.33 0.02 -0.25 0.28
O -10.874 -11.126 -0.190 -0.40 0.06 3.17 -0.33
C -21.936 -12.328 -5.531 -1.14 0.63 1.37 -0.65
C -21.292 -17.413 0.506 -1.14 0.03 1.44 -0.59
C -10.122 -11.016 1.065 1.93 -0.47 -0.38 -0.60
O -19.449 -9.335 2.609 2.16 1.68 -2.03 -0.58
H -24.282 -10.692 -1.841 -0.14 0.68 -0.79 0.41
H -21.884 -16.691 2.479 -0.12 0.44 -0.01 0.28
O -19.983 -15.950 1.875 -0.17 -0.05 1.82 -0.28
H -29.930 -4.829 -8.334 0.15 0.68 -0.14 0.28
C -19.439 -15.537 3.170 -0.51 1.46 -2.06 -0.74
H -10.022 -11.005 3.250 0.50 0.18 -0.26 0.34
H -15.320 1.745 4.516 0.17 0.23 0.26 0.38
O -25.301 -6.354 -6.662 -0.43 0.24 -1.94 -0.37
H -21.784 -13.380 -5.772 -0.68 0.01 -0.16 0.18
C -10.742 -11.177 2.450 -0.67 0.02 -1.75 -0.50
H -14.398 1.737 2.252 -0.29 1.36 0.89 0.30
H -12.734 -13.395 3.675 0.66 -0.48 0.38 0.28
H -9.541 -10.094 1.032 -0.34 0.48 0.15 0.45
C -22.736 -16.736 -1.346 -0.12 -0.37 0.80 -0.74
O -22.246 -16.471 -0.021 0.05 -0.72 -0.21 -0.25
H -17.164 0.613 6.234 1.11 0.45 0.20 0.27
K -14.884 -11.141 -1.390 -0.18 0.20 0.33 0.98
F -17.148 -9.924 2.291 -0.15 -1.28 -0.85 -0.35
C -16.945 -0.212 5.556 0.49 1.06 -1.26 -0.68
H -22.346 -10.432 -3.439 -0.35 0.89 -0.45 0.28
H -20.047 -14.708 3.532 0.05 0.30 -0.04 0.28
C -29.569 -4.792 -7.307 1.67 -0.79 0.04 -0.70
H -16.228 1.840 2.123 -0.08 0.33 0.43 0.36
H -23.964 -10.873 -4.271 0.34 0.42 -0.79 0.36
H -20.471 -17.731 2.606 -0.27 -0.72 -0.25 0.41
O -22.982 -12.106 -1.369 1.60 -0.46 0.20 -0.30
H -21.909 -16.920 -2.031 0.01 0.55 -0.27 0.30
C -15.361 1.275 2.466 1.88 -1.05 -0.59 -0.60
```
Positions in Å, forces in eV/Å.

Summary:
**Gap between HOMO and LUMO**: 6.9 eV
**E_tot**: -95123.17609 eV
**Maximum force**: 9.4 eV/Å
**Relative energy (zero: lowest compared OMol25 entry of this formula, charge and spin)**: 172.4 kcal per mole
**HOMO energy**: -0.3227 hartree
**Total charge**: 0

---

- Among the records above, which one has the highest HOMO energy?
  number 1

---

- The lowest maximum force belongs to which entry?
  number 1